Record 1
An isolated ion of composition C2H8NO2S and charge +1 at a distorted geometry, computed with the ωB97M-V functional and the def2-TZVPD basis.

Geometry as XYZ:
```
14
Properties=species:S:1:pos:R:3:forces:R:3
C -0.5056 -0.5950 0.6483 4.956 0.442 0.281
C 1.0113 -0.3132 -0.3496 -2.542 0.680 0.482
N -1.0275 0.8364 0.7160 -0.735 -2.834 2.069
O -1.3176 -1.2965 -0.0861 -2.016 -3.027 3.071
O 1.5165 0.9348 -0.0513 -2.997 0.882 0.144
S 0.3409 -0.2248 -2.0671 0.477 0.237 -0.083
H -0.2281 -1.0182 1.7402 -1.007 0.872 -2.745
H 1.7910 -1.0070 -0.2892 0.553 -1.721 0.434
H -0.2666 1.3498 0.4266 2.087 2.672 -0.935
H -1.8298 0.8242 0.1585 -1.363 0.598 -1.652
H -1.3571 1.0450 1.6317 0.050 0.621 1.147
H -1.4300 -1.0740 -0.9788 0.214 1.016 -2.245
H 2.4283 1.0598 0.0680 2.021 -0.328 0.137
H -0.0460 -1.5045 -2.1710 0.303 -0.108 -0.104
```
Forces are in eV/Å.

Summary:
* charge: +1
* E_tot: -18615.355 eV
* structure (SMILES): [NH3+][C@@H](O)[C@H](O)S


Record 2
A 2-piece molecular cluster, C2H8NO4 overall at a distorted geometry, computed with the ωB97M-V functional and the def2-TZVPD basis.

Geometry as XYZ:
```
15
Properties=species:S:1:pos:R:3:forces:R:3
C -0.8786 -0.3571 -0.7239 3.295 -0.600 0.509
C 1.1212 0.4059 -0.0823 -2.139 -1.582 -0.160
N -1.1526 -0.9940 0.6700 -1.811 0.499 -0.221
O -1.8018 0.5854 -0.8459 -0.166 2.715 0.597
O 0.9373 1.6536 0.2916 0.207 2.440 3.300
O 1.7523 0.3401 -1.2295 1.519 -1.480 -0.638
O 1.4780 -0.4006 0.9618 0.157 0.472 -0.745
H -0.9389 -1.0229 -1.6561 0.367 0.240 1.932
H -1.1038 -2.0050 0.7380 0.546 -0.197 0.206
H -0.5772 -0.4813 1.3752 -0.390 -1.053 -0.474
H -2.1640 -0.7530 0.8258 0.937 -0.294 0.109
H -1.4344 1.3493 -0.3258 -0.941 -0.273 -0.794
H 1.5181 1.9610 1.1184 -1.762 -1.211 -2.417
H 1.1855 0.8417 -1.8086 0.118 0.418 -0.962
H 2.0590 -1.1232 0.6911 0.066 -0.095 -0.240
```
Forces are in eV/Å.

Summary:
* charge: +1
* E_tot: -11874.420 eV


Record 3
A 2-piece molecular cluster, C2H8NO4 overall at a distorted geometry, computed with the ωB97M-V functional and the def2-TZVPD basis.

Geometry as XYZ:
```
15
Properties=species:S:1:pos:R:3:forces:R:3
C -2.7212 -0.5373 0.0610 0.930 1.959 -3.791
C 1.8328 -0.5877 -0.1524 1.292 0.631 1.736
N -1.4957 0.3392 0.0674 0.647 -2.564 -2.215
O 2.9073 -1.3122 -0.1010 -3.875 -2.555 -0.859
O 0.7089 -1.0352 -0.1183 0.009 -0.322 -0.776
O 3.2025 1.3531 0.0695 0.039 1.484 0.142
O 1.9269 0.7399 0.0109 -1.290 0.797 -0.338
H -3.4554 0.1829 0.1032 -2.121 1.388 0.352
H -2.8587 -0.9517 -0.9112 0.324 -0.469 -0.802
H -2.9591 -1.2607 0.7121 0.563 -2.428 3.121
H -0.4878 -0.1355 -0.0711 -1.224 0.126 0.754
H -1.6067 0.9794 -0.7178 -0.049 0.088 0.115
H 3.7238 -0.9382 -0.0190 3.496 2.336 0.292
H -1.6382 0.8276 0.8803 0.658 1.892 2.555
H 2.9206 2.3364 0.1864 0.602 -2.363 -0.288
```
Forces are in eV/Å.

Summary:
* charge: +1
* E_tot: -11874.048 eV


In the order shown, the computed LUMO values come out to -3.3 -3.5 -3.2 eV.